Entry one
The following is a DFT calculation (the ωB97M-V functional and the def2-TZVPD basis) of one molecule with the formula C3H7N3OS.

Each line ends with the natural charge from an NBO analysis.
Positions of all 15 atoms, in Å:
H1 1.71302 0.91752 0.86060  0.374
N1 0.66501 0.56990 0.92734  -0.722
C1 0.39944 -0.48320 0.33034  0.655
N2 1.29135 -1.18550 -0.47898  -0.467
N3 2.62739 -0.68518 -0.18113  -0.664
O1 -0.98124 -1.03584 0.26129  -0.531
C2 -2.03175 -0.24931 -0.17808  0.295
C3 -1.69405 1.20056 -0.46369  -0.743
S1 -3.61203 -0.89986 0.15199  -0.124
H2 1.13133 -2.28692 -0.18022  0.396
H3 2.74347 -0.70746 0.77643  0.344
H4 2.91658 0.18286 -0.64620  0.375
H5 -1.68282 1.31483 0.74455  0.302
H6 -2.62645 1.61106 -0.91041  0.249
H7 -0.85924 1.73654 -1.01382  0.261

Results
LUMO energy = 0.2 eV
Frontier orbital gap = 8.74 eV
Molecular weight = 133.2 u
HOMO level = -8.56 eV

***

Entry two
The following is a DFT calculation (the ωB97M-V functional and the def2-TZVPD basis) of one molecule with the formula C3H7N3OS.

Each line ends with the natural charge from an NBO analysis.
Positions of all 15 atoms, in Å:
C1 -1.70274 -1.78073 0.34008  -0.410
N1 -0.50888 -1.00365 0.11484  -0.610
C2 0.66275 -1.59365 -0.19812  0.754
O1 0.84678 -2.78120 -0.27086  -0.603
N2 1.65024 -0.64411 -0.55034  -0.453
S1 3.15478 -0.59576 0.25720  0.494
N3 1.86747 0.54729 0.42862  -0.377
C3 2.00939 1.79656 -0.27402  -0.441
H1 -2.44728 -1.16129 0.83087  0.205
H2 -2.10660 -2.16331 -0.60307  0.197
H3 -1.45339 -2.63505 0.97146  0.221
H4 -0.55976 0.00084 0.12129  0.402
H5 1.05018 2.31494 -0.23571  0.201
H6 2.75672 2.39171 0.24936  0.214
H7 2.30974 1.65771 -1.31364  0.206

Results
LUMO energy = 0.2 eV
Frontier orbital gap = 9.10 eV
Molecular weight = 133.2 u
HOMO level = -8.90 eV

***

Which of them is most stable, and which least? Most stable: entry two; least stable: entry one.

***

Entry one
The following is a DFT calculation (the ωB97M-V functional and the def2-TZVPD basis) of one molecule with the formula C3H7N3OS.

Each line ends with the natural charge from an NBO analysis.
Positions of all 15 atoms, in Å:
C1 -1.79072 0.77942 2.17777  -1.044
S1 -0.99047 -0.44524 1.40999  2.027
O1 -1.30864 -1.76537 1.81905  -0.939
N1 -1.40918 -0.25976 -0.22646  -0.716
C2 -0.37773 -0.27546 -0.97677  0.480
N2 -0.25865 -0.28145 -2.34336  -0.802
C3 1.00405 -0.30910 -0.22242  -0.299
N3 0.77374 -0.44579 1.14830  -0.822
H1 -2.06590 0.49822 3.20047  0.261
H2 -1.83497 1.59166 1.52422  0.239
H3 0.43584 0.19028 -2.85230  0.402
H4 -1.09118 -0.36653 -2.84729  0.396
H5 1.46992 -1.16062 -0.87218  0.215
H6 1.45975 0.58331 -0.42550  0.200
H7 0.99607 -1.33165 1.56331  0.400

Results
LUMO energy = 0.5 eV
Frontier orbital gap = 8.50 eV
Molecular weight = 133.2 u
HOMO level = -7.96 eV

***

Entry two
The following is a DFT calculation (the ωB97M-V functional and the def2-TZVPD basis) of a 3-piece molecular cluster, C3H7N3OS overall.

Each line ends with the natural charge from an NBO analysis.
Positions of all 15 atoms, in Å:
C1 0.16757 0.09866 -1.95677  -0.384
C2 -0.72377 0.72094 -0.90079  0.675
C3 -0.94263 0.49192 1.63702  0.280
H1 2.46705 0.20212 -2.29527  0.397
H2 1.29521 -1.77586 -1.59713  0.411
H3 -0.57517 -0.77593 -2.38493  0.228
H4 0.00296 0.87296 -2.82356  0.244
H5 0.90722 0.08159 0.18326  0.460
H6 -1.58587 1.26308 1.39623  0.195
H7 0.21248 -1.06701 4.75097  0.141
N1 1.35322 -0.38286 -1.52939  -0.865
N2 -0.10322 0.37310 0.38952  -0.725
N3 -1.01230 -0.11579 2.88876  -0.550
O1 -1.86758 1.15796 -1.11438  -0.589
S1 0.40483 -1.14489 3.35644  0.081

Results
LUMO energy = -0.6 eV
Frontier orbital gap = 8.02 eV
Molecular weight = 133.2 u
HOMO level = -8.65 eV

***

Which of them is most stable, and which least? Most stable: entry one; least stable: entry two.

***

Entry one
The following is a DFT calculation (the ωB97M-V functional and the def2-TZVPD basis) of one molecule with the formula C3H7N3OS.

Each line ends with the natural charge from an NBO analysis.
Positions of all 15 atoms, in Å:
H1 -3.47347 -0.59341 -1.02751  0.341
N1 -2.73268 -1.05859 -0.49975  -0.640
C1 -1.76277 -0.34854 -0.12768  0.346
C2 -0.64561 -1.05542 0.57029  0.058
N2 0.59714 -0.90779 0.45059  -0.548
S1 1.30604 0.22868 -0.56312  0.386
C3 3.01430 -0.09851 -0.06324  -0.739
N3 -1.57613 1.01813 -0.43496  -0.349
O1 -1.10208 1.70788 0.67727  -0.571
H2 -0.99282 -1.86232 1.23305  0.202
H3 3.26581 -1.14272 -0.30099  0.230
H4 3.12830 0.13407 0.99723  0.225
H5 3.60321 0.58816 -0.61307  0.222
H6 -2.44040 1.44004 -0.74006  0.360
H7 -0.18884 1.95034 0.44194  0.477

Results
LUMO energy = 0.5 eV
Frontier orbital gap = 9.37 eV
Molecular weight = 133.2 u
HOMO level = -8.82 eV

***

Entry two
The following is a DFT calculation (the ωB97M-V functional and the def2-TZVPD basis) of one molecule with the formula C3H7N3OS.

Each line ends with the natural charge from an NBO analysis.
Positions of all 15 atoms, in Å:
C1 1.56688 -1.03419 0.96907  -0.396
N1 0.41184 -0.40614 0.22888  -0.456
C2 0.31716 0.95291 0.47126  0.205
N2 -0.60478 1.85137 0.14819  -0.177
O1 -0.20475 3.11531 0.68768  -0.570
C3 -0.35764 -1.06629 -0.69091  0.282
N3 -1.15772 -0.56298 -1.43406  -0.597
S1 -2.14354 -1.58822 -2.28913  0.178
H1 1.41929 -2.06472 0.82817  0.212
H2 1.20355 -0.62378 2.04532  0.212
H3 2.62581 -0.64228 0.80805  0.216
H4 1.36833 1.29633 0.98322  0.165
H5 -1.22735 3.62047 0.57798  0.481
H6 -0.28903 -2.24915 -0.53534  0.118
H7 -2.92805 -0.59864 -2.79837  0.125

Results
LUMO energy = 0.8 eV
Frontier orbital gap = 8.82 eV
Molecular weight = 133.2 u
HOMO level = -8.02 eV

***

Which of them is most stable, and which least? Most stable: entry one; least stable: entry two.